{"formula": "C7H19N5O2S", "method": "wB97M-V/def2-TZVPD", "mol_weight_g_mol": 237.33, "energy_ha": -1100.421761, "smiles": "CC1(C)NCCCS(=O)(=O)N(N)N[C@@H]1N", "homo_lumo_gap_ev": 9.22, "spin_multiplicity": 1, "species": ["C", "C", "C", "C", "C", "C", "C", "N", "N", "N", "N", "N", "O", "O", "S", "H", "H", "H", "H", "H", "H", "H", "H", "H", "H", "H", "H", "H", "H", "H", "H", "H", "H", "H"], "positions_angstrom": [[-1.880, 0.603, 2.091], [0.586, -0.214, 2.661], [-0.980, -1.901, -1.539], [-1.533, -1.106, -0.236], [0.403, -1.660, -1.935], [-0.042, 1.226, 0.554], [-0.476, 0.072, 1.608], [1.131, 0.707, -0.139], [1.337, 1.139, -1.403], [0.260, 2.461, 1.307], [2.743, 1.208, -1.641], [-0.620, -1.219, 0.886], [1.465, 0.093, -3.715], [-0.732, 0.681, -2.839], [0.574, 0.075, -2.574], [-1.891, 1.611, 2.471], [-2.339, -0.063, 2.791], [-2.581, 0.637, 1.260], [1.462, -0.180, 2.124], [0.448, -1.281, 2.972], [0.656, 0.469, 3.521], [-0.999, -3.025, -1.479], [-1.810, -1.637, -2.241], [-1.412, -0.105, -0.615], [-2.612, -1.340, -0.204], [0.908, -1.729, -1.010], [0.825, -2.208, -2.864], [-0.854, 1.558, -0.158], [0.923, 2.290, 2.033], [0.539, 3.159, 0.607], [3.259, 0.309, -1.377], [2.733, 1.359, -2.697], [-0.987, -1.827, 1.580], [1.496, -0.162, 0.200]], "atomic_forces_ev_per_a": [[0.574, -0.561, -0.417], [-1.968, -0.507, 0.936], [-3.658, -1.429, 0.656], [1.752, -1.223, -2.713], [0.682, 1.719, -2.665], [0.748, 0.043, 1.456], [-1.945, 1.982, -1.095], [-1.520, 0.928, 1.310], [1.184, -1.341, -0.360], [-1.317, -0.268, -1.334], [0.373, 0.069, -1.579], [-0.544, 1.097, -0.153], [0.146, -0.652, 0.232], [0.867, -1.096, 1.032], [-1.128, 1.538, -1.729], [0.469, 0.239, 0.362], [-0.137, -0.481, 0.783], [0.145, -0.100, -0.341], [2.457, -0.033, -0.711], [0.153, 1.035, 0.216], [-0.289, -0.266, -0.312], [-0.493, 0.828, 0.547], [1.177, -0.241, -0.199], [-0.632, 0.259, 0.027], [0.526, -0.011, 0.785], [1.536, -0.314, 0.637], [-0.700, 0.481, 1.926], [0.895, -0.817, 0.678], [0.783, 0.222, 0.089], [0.262, -0.297, 0.895], [-1.129, 1.253, -0.757], [0.892, -0.502, 1.817], [-0.278, -0.996, 0.503], [0.116, -0.558, -0.523]]}